Record 1
C4H10S | wB97M-V/def2-TZVPD

```
15
Properties=species:S:1:pos:R:3:lowdin_charge:R:1
C -1.43 -0.71 0.05 -0.165
C 0.05 -0.09 0.33 -0.700
C -0.51 1.31 -0.09 -0.107
C 1.16 -0.59 -0.38 -0.723
H -1.73 -0.17 -0.93 0.007
H -1.51 -1.81 -0.03 0.052
H -1.94 -0.41 1.28 0.183
H -0.01 -0.35 1.35 0.087
H -0.14 2.42 1.16 0.180
H 0.53 1.26 -1.45 0.181
H -2.19 1.20 -0.75 0.220
H 0.70 -0.13 -1.42 0.084
H 1.47 -1.72 -0.39 0.110
H 2.87 -0.35 1.25 -0.128
S 2.68 0.12 0.02 0.718
```

As for the multiplicity: 1. As for the total energy: -556.13965 a.u. As for the highest occupied orbital energy: -9.0 eV. The energy relative to the best compared isomer or geometry (same formula, charge and spin) is 277.6 kcal per mole.

=====

Record 2
C16H24ClHgN3O5STe | wB97M-V/def2-TZVPD

```
52
Properties=species:S:1:pos:R:3:mulliken_spin:R:1
Hg -1.36 -0.93 -0.24 0.652
C 4.04 -3.39 -2.77 0.000
C 3.76 -1.90 -2.99 0.001
C 2.99 -1.30 -1.86 0.001
N 1.77 -0.92 -1.94 -0.009
N 1.25 -0.45 -0.76 -0.001
C 2.10 -0.49 0.23 0.031
N 1.79 -0.09 1.48 -0.005
S 3.65 -1.13 -0.25 0.006
H 4.54 -3.82 -3.65 0.000
H 3.12 -3.93 -2.59 0.000
H 4.69 -3.54 -1.91 0.000
H 3.14 -1.77 -3.88 0.000
H 4.69 -1.36 -3.14 0.000
H 0.76 -0.34 1.74 -0.012
H 2.49 -0.28 2.18 0.000
C 0.03 -3.09 2.40 -0.025
C -0.86 -1.91 2.80 -0.023
C -0.46 -1.42 4.20 0.028
C -2.32 -2.36 2.82 0.016
O -0.71 -0.82 1.92 0.097
H -0.13 -3.94 3.06 -0.001
H 1.09 -2.81 2.45 0.000
H -0.20 -3.40 1.38 0.006
H -0.61 -2.20 4.95 0.001
H -1.06 -0.55 4.47 0.000
H 0.59 -1.13 4.21 -0.001
H -2.49 -3.13 3.58 0.001
H -2.61 -2.77 1.85 0.000
H -2.96 -1.50 3.05 -0.007
O -0.60 -3.91 -0.99 -0.001
Cl -1.92 -3.88 -1.59 0.027
O -2.90 -3.54 -0.56 0.003
O -2.23 -5.17 -2.16 -0.001
O -1.95 -2.85 -2.61 0.000
C -3.07 3.59 -1.60 0.114
Te -2.20 1.61 -1.76 0.087
C -0.80 2.43 -0.36 0.006
C -0.81 3.92 -0.59 -0.005
C 0.25 4.73 -0.20 0.000
C 0.21 6.09 -0.42 0.003
C -0.89 6.67 -1.04 -0.001
C -1.96 5.87 -1.42 0.006
C -1.93 4.49 -1.20 -0.005
H -3.85 3.57 -0.83 -0.004
H -3.52 3.88 -2.55 0.003
H 0.18 1.98 -0.54 0.006
H -1.11 2.17 0.65 0.007
H 1.12 4.27 0.26 0.000
H 1.05 6.71 -0.13 0.000
H -0.93 7.73 -1.22 0.000
H -2.82 6.31 -1.91 -0.002
```

Its total charge is -1. As for the multiplicity: 2. As for the total energy: -2444.14284 a.u. As for the highest occupied orbital energy (spin up / spin down): -4.0 / -5.5 eV. The energy relative to the best compared isomer or geometry (same formula, charge and spin) is 0.0 kcal per mole.

=====

Record 3
C10H18OSi | wB97M-V/def2-TZVPD

```
30
Properties=species:S:1:pos:R:3:lowdin_charge:R:1
C 1.95 0.24 1.47 -0.474
C 1.25 1.18 2.43 -0.145
C 1.45 -1.15 1.44 0.090
C -0.17 0.83 2.64 -0.152
C -1.54 -0.74 1.11 -0.135
C -0.94 0.59 1.30 -0.240
C -0.27 -0.42 0.32 -0.161
C 0.93 -1.23 -2.57 -0.184
C 0.03 1.57 -2.08 -0.191
C -2.04 -0.79 -2.02 -0.187
O 3.00 0.54 0.91 0.046
Si -0.30 -0.26 -1.56 0.523
H 1.78 1.20 3.34 0.121
H 1.31 2.14 2.03 0.105
H 1.79 -1.82 0.64 0.078
H 1.15 -1.60 2.38 0.081
H -0.17 -0.17 3.24 0.139
H -0.63 1.61 3.24 0.113
H -1.53 -1.35 1.88 0.051
H -2.41 -0.83 0.44 0.094
H -1.34 1.33 0.62 0.118
H 1.51 -1.94 -1.94 0.036
H 0.65 -1.69 -3.48 0.011
H 1.85 -0.63 -2.81 0.047
H -0.28 1.69 -3.14 0.029
H -0.76 2.21 -1.49 0.054
H 1.10 1.84 -1.97 0.032
H -2.33 -1.54 -1.32 0.009
H -2.76 0.01 -1.91 0.024
H -2.26 -0.84 -3.13 0.068
```

As for the multiplicity: 1. As for the total energy: -756.43589 a.u. As for the highest occupied orbital energy: -8.9 eV. The energy relative to the best compared isomer or geometry (same formula, charge and spin) is 90.9 kcal per mole.

=====

Record 4
C7H11BO3 | wB97M-V/def2-TZVPD

```
22
Properties=species:S:1:pos:R:3:lowdin_charge:R:1
C 1.66 2.81 -0.13 0.080
C 0.81 1.78 -0.47 -0.251
C -0.15 2.00 -1.53 -0.050
C -0.74 0.84 -1.81 -0.115
O -0.11 -0.26 -1.29 -0.074
C 0.72 0.34 -0.15 -0.028
B -0.06 -0.78 0.81 -0.612
O 0.33 -2.05 0.83 0.080
C 1.08 -2.67 -0.26 -0.015
O -1.08 -0.27 1.55 0.039
C -2.24 -0.81 2.14 -0.054
H 2.36 2.76 0.55 -0.007
H 1.39 3.77 -0.52 0.052
H -0.48 3.07 -1.78 0.147
H -1.38 0.62 -2.69 0.140
H 1.67 0.01 -0.32 0.107
H 1.32 -2.00 -1.05 0.065
H 0.52 -3.63 -0.53 0.127
H 2.08 -2.81 0.08 0.079
H -2.15 -1.80 2.46 0.063
H -2.99 -0.80 1.20 0.146
H -2.56 -0.14 2.92 0.082
```

Its SMILES is C=C1C=CO[C@@H]1B(OC)OC. As for the multiplicity: 1. As for the total energy: -523.84502 a.u. As for the highest occupied orbital energy: -7.7 eV. The energy relative to the best compared isomer or geometry (same formula, charge and spin) is 105.8 kcal per mole.

=====

Record 5
C2H3N3O | wB97M-V/def2-TZVPD

```
9
Properties=species:S:1:pos:R:3:lowdin_charge:R:1
N 1.14 0.67 -0.34 0.140
C -0.09 0.80 0.27 -0.562
C -0.95 -0.39 0.29 -0.060
N -0.49 -1.58 0.04 -0.111
N -0.08 -2.62 -0.18 0.231
O -0.45 1.83 0.81 0.042
H 1.64 1.55 -0.42 0.106
H 1.25 0.04 -1.11 0.092
H -1.97 -0.31 0.64 0.122
```

As for the multiplicity: 1. As for the total energy: -317.48548 a.u. As for the highest occupied orbital energy: -9.2 eV. The energy relative to the best compared isomer or geometry (same formula, charge and spin) is 29.4 kcal per mole.

=====

Record 6
C14H36BiCl2N3P | wB97M-V/def2-TZVPD

```
57
Properties=species:S:1:pos:R:3:lowdin_charge:R:1
Bi -0.29 0.43 1.64 0.558
Cl 1.36 -0.57 0.12 -0.348
Cl -2.28 -0.96 1.58 -0.442
H -0.82 1.98 1.00 -0.262
H 0.84 0.67 3.01 -0.215
P 0.17 0.32 -3.38 1.078
C 1.82 -0.23 -4.11 -0.554
C -1.05 -0.54 -4.53 -0.592
C 0.14 2.08 -4.04 -0.567
C 2.45 -1.33 -3.25 -0.158
H 2.43 0.68 -4.01 0.097
C 1.81 -0.67 -5.58 -0.137
H 1.22 -1.57 -5.72 0.061
H 2.85 -0.89 -5.87 0.074
H 1.45 0.10 -6.26 0.044
H 2.55 -1.02 -2.21 -0.008
H 3.45 -1.57 -3.64 0.068
H 1.84 -2.25 -3.27 0.067
H 1.14 2.45 -3.76 0.095
C -0.90 2.93 -3.29 -0.139
C -0.01 2.21 -5.56 -0.130
H 0.88 1.88 -6.09 0.052
H -0.17 3.26 -5.81 0.072
H -0.88 1.65 -5.93 0.055
H -0.78 2.85 -2.21 0.063
H -1.93 2.63 -3.55 0.057
H -0.78 3.98 -3.57 0.068
C -1.07 -2.05 -4.23 -0.132
H -0.67 -0.39 -5.56 0.077
C -2.46 0.05 -4.44 -0.132
H -0.13 -2.54 -4.48 0.048
H -1.86 -2.52 -4.84 0.070
H -1.30 -2.24 -3.18 0.086
H -2.79 0.13 -3.39 0.085
H -3.16 -0.61 -4.97 0.071
H -2.54 1.04 -4.90 0.048
C 1.79 -2.16 5.80 -0.072
N 0.78 -1.23 6.27 -0.165
C 0.51 -1.26 7.69 -0.093
C -0.03 -0.59 5.39 -0.464
N 0.05 -0.87 4.10 -0.028
N -0.92 0.33 5.86 -0.157
C -0.60 1.20 6.98 -0.086
C -1.97 0.80 4.97 -0.085
H 2.39 -2.46 6.66 0.076
H 2.44 -1.66 5.06 0.097
H 1.35 -3.06 5.35 0.094
H 0.98 -0.42 8.19 0.076
H -0.56 -1.31 7.89 0.091
H 0.96 -2.17 8.09 0.076
H 0.69 -1.64 3.91 0.030
H -1.22 2.10 6.87 0.082
H -0.86 0.75 7.95 0.063
H 0.45 1.51 7.01 0.096
H -1.59 1.57 4.27 0.067
H -2.38 -0.03 4.38 0.048
H -2.77 1.23 5.57 0.079
```

Its total charge is -1. As for the multiplicity: 1. As for the total energy: -2195.56637 a.u. As for the highest occupied orbital energy: -1.7 eV. The energy relative to the best compared isomer or geometry (same formula, charge and spin) is 0.0 kcal per mole.

=====

> What is the multiplicity in the third record?

1